Record 1
Formula: C3H9B
Source: OMol25
Level of theory: ωB97M-V with the def2-TZVPD basis set

Element x y z (Å)
C (-2.53862, 0.11725, 0.26870)
C (1.15294, -0.79053, -0.13294)
C (1.97783, 0.50167, 0.12281)
B (-0.70136, -0.17131, -0.44241)
H (-3.35935, -0.26826, -0.35345)
H (2.99265, 0.27520, 0.30199)
H (-2.47114, -0.51487, 1.16218)
H (1.63119, -1.41741, -1.00724)
H (1.52460, 0.97564, 0.94168)
H (1.76504, 1.16040, -0.70797)
H (1.11946, -1.38222, 0.80083)
H (-2.45805, 1.13483, 0.44851)
H (-0.63518, 0.37960, -1.40270)

relative energy (zero: lowest compared OMol25 entry of this formula, charge and spin): 64.4 kcal/mol
structure (SMILES): CBCC
strongest force on any atom: 0.109 hartree/bohr
total charge: 0
E_HOMO: -0.359 Eh
orbital gap: 10.1290 eV

Mulliken population analysis, charges in e, atoms 1 to 2: -0.90, -0.54



Record 2
Formula: C3H9B4Br2O7
Source: OMol25
Level of theory: ωB97M-V with the def2-TZVPD basis set

Element x y z (Å)
Br (1.56549, -0.23433, 3.36551)
Br (4.04767, 1.20283, 1.74561)
O (-1.24644, -1.18015, -1.45752)
O (-2.62623, 2.18652, -0.20676)
O (-3.04675, -0.21116, -0.18495)
O (-4.28159, 1.24010, 1.31710)
O (-0.73191, 0.09197, 0.57240)
O (-0.02529, -2.18698, 0.41501)
O (1.06555, -3.14772, -3.56305)
C (2.54130, 0.51537, 0.60265)
C (1.71777, -0.56655, 1.40393)
C (1.71418, 1.75805, 0.19424)
B (-1.66502, -0.42575, -0.35078)
B (0.27902, -0.85820, 0.77724)
B (-0.31838, -2.14944, -0.99010)
B (-3.31347, 1.06688, 0.31911)
H (0.85333, 1.94924, 0.83538)
H (3.05717, 0.07641, -0.25017)
H (-2.86571, 2.30455, -1.11783)
H (1.44517, 1.65751, -0.86361)
H (0.75566, -3.02108, -4.47284)
H (0.25942, -2.88491, -1.71688)
H (2.36343, 2.63846, 0.25722)
H (-3.82733, 1.67960, 2.03282)
H (2.28295, -1.50124, 1.33627)

relative energy (zero: lowest compared OMol25 entry of this formula, charge and spin): 0.0 kcal/mol
strongest force on any atom: 0.050 hartree/bohr
total charge: -1
E_HOMO: -0.096 Eh
orbital gap: 4.6960 eV

Mulliken population analysis, charges in e, atoms 1 to 2: -0.16, -0.21



Record 3
Formula: C3H9BNO2
Source: OMol25
Level of theory: ωB97M-V with the def2-TZVPD basis set

Element x y z (Å)
O (-2.68677, 0.74564, 0.33021)
O (-1.45577, -1.37279, 0.06360)
N (1.14815, -1.23512, -0.20637)
C (1.97198, 1.13454, 0.49685)
C (1.21728, 0.17064, 0.03086)
C (-0.47340, 0.87333, -0.59201)
B (-1.68275, -0.01839, -0.04037)
H (-0.59642, 1.88118, -0.18157)
H (-0.21663, 0.85475, -1.72943)
H (0.09795, -1.48520, -0.07676)
H (1.78473, 2.25466, 0.43382)
H (1.54889, -1.41670, -1.11886)
H (-3.39898, 0.40226, 0.77947)
H (-2.15137, -1.88491, 0.45989)
H (3.06437, 0.92245, 0.90608)
H (1.82874, -1.82634, 0.44460)

relative energy (zero: lowest compared OMol25 entry of this formula, charge and spin): 39.2 kcal/mol
strongest force on any atom: 0.139 hartree/bohr
total charge: +1
E_HOMO: -0.529 Eh
orbital gap: 10.9173 eV

Mulliken population analysis, charges in e, atoms 1 to 2: -0.39, -0.67



Record 4
Formula: C3H9BO2
Source: OMol25
Level of theory: ωB97M-V with the def2-TZVPD basis set

Element x y z (Å)
O (-2.75031, -1.40545, -0.19167)
O (-0.36714, -0.16294, 1.31826)
C (-0.53451, 0.34188, 0.10059)
C (1.65800, 1.15231, -0.63983)
C (0.59705, -0.02156, -0.87344)
B (0.04085, -0.64894, 2.36123)
H (2.06123, 0.96093, 0.36351)
H (-2.78937, -1.73509, -1.14165)
H (-1.95823, -0.82478, -0.17952)
H (-0.01126, -1.36422, 3.22867)
H (2.37685, 1.32249, -1.50986)
H (0.19445, -0.10595, -1.82803)
H (1.11167, 2.11148, -0.59918)
H (1.04060, -1.05379, -0.51754)
H (-0.66989, 1.43361, 0.10847)

relative energy (zero: lowest compared OMol25 entry of this formula, charge and spin): 140.2 kcal/mol
strongest force on any atom: 0.080 hartree/bohr
total charge: 0
E_HOMO (spin up / spin down): -0.255 / -0.255 Eh
orbital gap (spin up / spin down): 6.9408 / 6.9296 eV

Mulliken population analysis, charges in e, atoms 1 to 2: -0.70, 0.24



Copy entry 1 word for word.
Formula: C3H9B
Source: OMol25
Level of theory: ωB97M-V with the def2-TZVPD basis set

Element x y z (Å)
C (-2.53862, 0.11725, 0.26870)
C (1.15294, -0.79053, -0.13294)
C (1.97783, 0.50167, 0.12281)
B (-0.70136, -0.17131, -0.44241)
H (-3.35935, -0.26826, -0.35345)
H (2.99265, 0.27520, 0.30199)
H (-2.47114, -0.51487, 1.16218)
H (1.63119, -1.41741, -1.00724)
H (1.52460, 0.97564, 0.94168)
H (1.76504, 1.16040, -0.70797)
H (1.11946, -1.38222, 0.80083)
H (-2.45805, 1.13483, 0.44851)
H (-0.63518, 0.37960, -1.40270)

relative energy (zero: lowest compared OMol25 entry of this formula, charge and spin): 64.4 kcal/mol
structure (SMILES): CBCC
strongest force on any atom: 0.109 hartree/bohr
total charge: 0
E_HOMO: -0.359 Eh
orbital gap: 10.1290 eV

Mulliken population analysis, charges in e, atoms 1 to 2: -0.90, -0.54



Please write out number 2 again, unchanged.
Formula: C3H9B4Br2O7
Source: OMol25
Level of theory: ωB97M-V with the def2-TZVPD basis set

Element x y z (Å)
Br (1.56549, -0.23433, 3.36551)
Br (4.04767, 1.20283, 1.74561)
O (-1.24644, -1.18015, -1.45752)
O (-2.62623, 2.18652, -0.20676)
O (-3.04675, -0.21116, -0.18495)
O (-4.28159, 1.24010, 1.31710)
O (-0.73191, 0.09197, 0.57240)
O (-0.02529, -2.18698, 0.41501)
O (1.06555, -3.14772, -3.56305)
C (2.54130, 0.51537, 0.60265)
C (1.71777, -0.56655, 1.40393)
C (1.71418, 1.75805, 0.19424)
B (-1.66502, -0.42575, -0.35078)
B (0.27902, -0.85820, 0.77724)
B (-0.31838, -2.14944, -0.99010)
B (-3.31347, 1.06688, 0.31911)
H (0.85333, 1.94924, 0.83538)
H (3.05717, 0.07641, -0.25017)
H (-2.86571, 2.30455, -1.11783)
H (1.44517, 1.65751, -0.86361)
H (0.75566, -3.02108, -4.47284)
H (0.25942, -2.88491, -1.71688)
H (2.36343, 2.63846, 0.25722)
H (-3.82733, 1.67960, 2.03282)
H (2.28295, -1.50124, 1.33627)

relative energy (zero: lowest compared OMol25 entry of this formula, charge and spin): 0.0 kcal/mol
strongest force on any atom: 0.050 hartree/bohr
total charge: -1
E_HOMO: -0.096 Eh
orbital gap: 4.6960 eV

Mulliken population analysis, charges in e, atoms 1 to 2: -0.16, -0.21



> Look up the strongest force on any atom of the third one.

0.139 hartree/bohr